Entry 1:
Computed, not measured: an isolated molecule of C20H24N2O6S, with ωB97M-V with the def2-TZVPD basis set.

As for the SMILES: CCOC(=O)c1ccc(NC(=O)COc2ccc(S(=O)(=O)NC(C)C)cc2)cc1. As for the net charge: 0. The value obtained for the HOMO-LUMO gap is 9.35 eV. As for the energy above the lowest of the compared OMol25 structures with the same formula, charge and spin: 43.8 kJ/mol. For the largest force on an atom, the calculation gives 0.9 eV/A. The value obtained for the LUMO energy is 0.0153 Eh. The value obtained for the HOMO energy is -8.9 eV. Its multiplicity is 1.

Geometry (Å):
1 C 8.3725 2.3338 -1.6919
2 C 7.7897 2.2453 -0.2942
3 H 8.5149 1.8323 0.4165
4 H 7.4801 3.2301 0.0738
5 O 6.6480 1.3898 -0.3362
6 C 5.9906 1.2260 0.8176
7 O 6.3247 1.7562 1.8507
8 C 4.8187 0.3296 0.6832
9 C 4.4929 -0.2915 -0.5194
10 C 3.3950 -1.1239 -0.6045
11 C 2.6034 -1.3438 0.5206
12 C 2.9252 -0.7199 1.7267
13 C 4.0234 0.1073 1.8062
14 H 4.2866 0.5958 2.7318
15 H 2.3079 -0.8885 2.5979
16 N 1.4831 -2.1767 0.5016
17 C 0.9445 -2.8663 -0.5332
18 O 1.3655 -2.9128 -1.6656
19 C -0.3070 -3.6542 -0.1128
20 O -0.9979 -3.1025 0.9860
21 C -1.6927 -1.9409 0.8045
22 C -1.6612 -1.1747 -0.3569
23 C -2.4015 -0.0048 -0.4196
24 C -3.1586 0.3918 0.6618
25 C -3.1920 -0.3592 1.8229
26 C -2.4590 -1.5242 1.8973
27 H -2.4606 -2.1351 2.7860
28 H -3.7867 -0.0112 2.6513
29 S -4.1445 1.8759 0.5752
30 O -4.0638 2.5867 1.8165
31 O -3.8255 2.5716 -0.6411
32 N -5.6697 1.2013 0.5237
33 H -6.3415 1.7628 1.0248
34 C -6.1373 0.7338 -0.7694
35 C -6.7145 1.8675 -1.6134
36 H -7.5865 2.2962 -1.1227
37 H -7.0109 1.4982 -2.5917
38 H -5.9619 2.6414 -1.7402
39 C -7.1493 -0.3907 -0.5603
40 H -8.0369 -0.0079 -0.0624
41 H -7.4407 -0.8135 -1.5177
42 H -6.7162 -1.1737 0.0561
43 H -5.2461 0.3337 -1.2650
44 H -2.3883 0.6157 -1.3017
45 H -1.0644 -1.4675 -1.2061
46 H -0.9576 -3.7755 -0.9859
47 H 0.0141 -4.6475 0.2176
48 H 0.9946 -2.2571 1.3865
49 H 3.1447 -1.6064 -1.5344
50 H 5.1073 -0.1196 -1.3887
51 H 7.6346 2.7376 -2.3799
52 H 9.2435 2.9824 -1.6837
53 H 8.6671 1.3467 -2.0381

Atoms 1-3, force components in eV/Å:
C -0.311 -0.156 0.320
C 0.419 0.348 0.119
H -0.131 0.097 -0.077

---

Entry 2:
Computed, not measured: a structure of composition C20H24N3NiO3, with ωB97M-V with the def2-TZVPD basis set.

As for the net charge: -1. The value obtained for the HOMO-LUMO gap (spin up / spin down) is 5.25 / 5.43 eV. As for the energy above the lowest of the compared OMol25 structures with the same formula, charge and spin: 59.5 kJ/mol. For the largest force on an atom, the calculation gives 0.9 eV/A. The value obtained for the LUMO energy (spin up / spin down) is 0.1125 / 0.1125 Eh. The value obtained for the HOMO energy (spin up / spin down) is -2.2 / -2.4 eV. Its multiplicity is 1.

Geometry (Å):
1 Ni -0.0112 -0.0264 0.3226
2 O -1.6300 0.0783 1.6408
3 C -2.6620 -0.6685 1.6888
4 C -3.8278 -0.2351 2.4041
5 C -4.9802 -0.9783 2.4740
6 C -5.0735 -2.2255 1.8426
7 C -3.9634 -2.6855 1.1624
8 C -2.7683 -1.9643 1.0830
9 C -1.6315 -2.5595 0.3890
10 N -0.5692 -1.9508 -0.0924
11 C 0.2210 -2.9140 -0.6834
12 C -0.3587 -4.1332 -0.5450
13 N -1.5333 -3.8979 0.1392
14 H -3.7571 0.7319 2.8893
15 H -5.8319 -0.5850 3.0200
16 H -5.9872 -2.8051 1.8728
17 H -4.0385 -3.6374 0.6431
18 H 1.1619 -2.6478 -1.1399
19 H -0.0532 -5.1201 -0.8462
20 H -2.1752 -4.5912 0.4730
21 O 2.8172 -0.1607 -1.2476
22 C 2.7774 1.0901 -1.8935
23 C 1.9624 1.0386 -3.1800
24 C 0.5038 0.6143 -2.9644
25 C -0.3319 1.6774 -2.2943
26 C -0.6196 2.8820 -2.9454
27 C -1.3974 3.8265 -2.3164
28 C -1.8802 3.5517 -1.0487
29 C -1.5560 2.3375 -0.4673
30 N -0.7965 1.4212 -1.0721
31 H 2.2043 -0.0868 -0.4515
32 H 3.8021 1.3848 -2.1513
33 H 2.3726 1.8554 -1.2210
34 H 2.4449 0.3450 -3.8756
35 H 1.9873 2.0285 -3.6525
36 H 0.4681 -0.2809 -2.3431
37 H 0.0528 0.3756 -3.9339
38 H -0.2282 3.0523 -3.9419
39 H -1.6322 4.7631 -2.8074
40 H -2.4989 4.2596 -0.5111
41 H -1.8939 2.0577 0.5252
42 C 1.2622 3.0687 2.1300
43 O 1.5157 2.2040 1.0447
44 C 1.2454 0.8090 1.2223
45 C 1.5736 0.3920 2.6448
46 H 0.2593 2.9098 2.5432
47 H 1.3217 4.0895 1.7487
48 H 1.9873 2.9661 2.9431
49 H 2.4827 0.8622 3.0409
50 H 1.7196 -0.6850 2.6702
51 H 0.7440 0.6227 3.3285

Atoms 1-3, force components in eV/Å:
Ni 0.160 -0.413 0.772
O -0.122 -0.051 -0.097
C 0.012 0.105 0.075